Below is a structure of composition C24H44InN4O at a distorted geometry, with properties calculated with wB97M-V/def2-TZVPD.

Geometry as XYZ:
```
74
Properties=species:S:1:pos:R:3:mulliken_charge:R:1
O 7.205 1.391 3.087 -0.5519
C 6.551 0.960 1.867 -0.3681
C 5.879 2.179 1.128 -0.3363
C 5.371 1.628 -0.285 -0.3728
C 3.852 2.014 -0.528 -1.2442
In 2.568 0.604 0.727 0.7070
C 0.476 0.450 -0.172 -0.9945
C -0.259 -0.761 0.541 1.1134
C -1.596 -0.399 1.276 -0.8213
C -1.485 0.789 2.300 -0.7270
N -1.731 2.131 1.721 0.3463
C -2.373 2.534 0.564 -0.3109
C -2.247 3.981 0.556 -0.2008
C -1.480 4.428 1.760 -0.8935
C -1.214 3.180 2.459 -0.2240
H 6.846 0.919 3.852 0.3131
H 5.817 0.150 2.111 0.2332
H 7.370 0.567 1.198 0.2151
H 4.977 2.570 1.660 0.1907
H 6.641 2.968 0.910 0.2728
H 5.507 0.511 -0.299 0.2614
H 5.971 2.133 -1.096 0.3166
H 3.603 1.957 -1.625 0.3319
H 3.661 3.037 -0.104 0.2910
H 3.332 -1.035 0.697 -0.3966
H 2.349 1.198 2.422 -0.3872
H -0.053 1.430 -0.099 0.2363
H 0.642 0.230 -1.266 0.3458
H 0.482 -1.305 1.188 -0.1048
H -0.531 -1.496 -0.275 -0.8802
H -2.457 -0.273 0.561 0.2937
H -1.873 -1.307 1.894 0.3024
H -2.260 0.622 3.093 0.3078
H -0.486 0.818 2.816 0.3835
H -2.851 1.861 -0.168 0.2836
H -2.647 4.694 -0.198 0.3024
H -1.178 5.449 2.061 0.3508
H -0.693 2.995 3.418 0.3303
C -0.507 -5.083 1.941 -0.8318
C 0.873 -5.650 1.628 -0.1860
C 1.927 -5.255 2.665 -0.4865
C 2.058 -3.776 2.705 0.1357
N 2.148 -2.632 2.736 -0.3036
H -0.504 -3.990 1.932 0.0268
H -1.230 -5.413 1.193 0.2964
H -0.856 -5.418 2.922 0.3453
H 1.182 -5.305 0.638 0.0790
H 0.808 -6.739 1.582 0.3162
H 2.893 -5.693 2.406 0.2821
H 1.647 -5.617 3.658 0.3177
C 0.459 -3.602 -2.578 -0.6339
C -0.543 -4.336 -3.464 -0.5034
C -1.558 -5.157 -2.663 -0.3614
C -0.856 -6.190 -1.857 0.2356
N -0.313 -6.984 -1.230 -0.4543
H 1.066 -4.298 -1.995 0.2889
H 1.142 -3.009 -3.187 0.3672
H -0.049 -2.928 -1.885 -0.0778
H 0.002 -4.990 -4.150 0.3156
H -1.080 -3.605 -4.074 0.3355
H -2.260 -5.651 -3.338 0.2959
H -2.130 -4.512 -1.993 0.2702
C -5.438 6.281 -3.625 -1.1522
C -6.233 5.466 -2.611 -0.5357
C -5.362 4.486 -1.820 -0.0507
C -4.720 3.518 -2.746 0.2953
N -4.223 2.773 -3.465 -0.4831
H -4.981 5.643 -4.384 0.3629
H -6.092 6.985 -4.143 0.3300
H -4.646 6.852 -3.134 0.2945
H -7.022 4.919 -3.135 0.3060
H -6.725 6.148 -1.912 0.3249
H -5.972 3.937 -1.100 0.2871
H -4.588 5.021 -1.268 0.0364
```

Output
Total charge   -1
HOMO level   -0.1420 Eh
E_LUMO   0.0861 Eh

=====

Below is a structure of composition C24H44LiN2O16 at a distorted geometry, with properties calculated with wB97M-V/def2-TZVPD.

Geometry as XYZ:
```
87
Properties=species:S:1:pos:R:3:mulliken_charge:R:1
C -2.576 -1.747 3.219 -1.8093
C -3.211 -0.440 3.012 -0.3739
N -2.435 0.639 2.241 1.2497
C -1.203 1.022 3.010 -1.0507
C -1.985 0.031 0.987 -0.0059
C -3.182 -0.484 0.046 -1.3358
C -3.213 1.881 1.878 -1.0828
C -3.587 2.744 3.025 -0.4045
O -4.533 3.636 2.492 -0.3600
C -5.364 4.261 3.461 -0.8658
H -2.677 -2.435 2.555 0.5419
H -3.001 -2.200 4.121 0.4303
H -1.532 -1.667 3.425 0.2294
H -3.306 -0.104 3.995 0.6269
H -4.164 -0.411 2.477 0.4864
H -0.552 0.383 3.212 0.5858
H -1.497 1.367 3.982 0.5388
H -0.445 1.781 2.357 -0.0712
H -1.091 -0.776 1.185 -0.2344
H -1.469 0.522 0.165 0.1552
H -2.713 -1.129 -0.834 -0.0181
H -3.648 0.266 -0.469 0.6385
H -3.820 -1.332 0.389 0.2584
H -4.029 1.562 1.340 0.5483
H -2.966 2.533 1.008 0.5709
H -2.693 3.147 3.443 0.3654
H -4.394 2.154 3.723 0.2138
H -6.028 4.879 3.009 0.3712
H -4.793 4.952 4.167 0.2741
H -6.089 3.735 3.984 0.4008
Li 2.955 1.468 1.615 0.8971
N 1.341 0.611 -0.130 0.8550
O 0.650 0.438 -1.107 -0.1637
O 1.031 1.536 0.714 -0.7200
O 2.492 0.040 -0.095 -0.7760
C 1.490 5.356 -1.577 -1.2464
C 1.461 4.086 -2.457 0.9318
C 0.164 3.452 -2.815 -0.0487
O 0.360 3.030 -4.127 -0.3375
C 1.435 3.681 -4.652 0.6244
O 1.836 3.705 -5.876 -0.6164
O 2.075 4.328 -3.722 -0.3399
H 1.017 5.153 -0.450 0.2191
H 0.869 6.098 -1.980 0.4272
H 2.676 5.724 -1.258 0.2762
H 2.064 3.120 -1.988 -0.2191
H -0.516 4.180 -2.773 0.5961
H -0.165 2.379 -2.234 -0.2509
C 2.634 -4.585 4.253 -1.4821
C 2.211 -3.739 2.959 0.3140
C 0.730 -3.303 3.006 -0.4783
O 0.923 -1.939 2.652 0.1440
C 2.138 -1.535 2.831 0.4088
O 2.530 -0.283 2.711 -0.7010
O 2.944 -2.493 3.056 -0.3483
H 3.514 -5.017 3.990 0.4390
H 1.933 -5.406 4.501 0.3623
H 2.800 -3.881 4.969 0.4466
H 2.463 -3.990 1.898 0.3897
H 0.142 -3.416 4.039 0.3450
H 0.003 -3.719 2.246 0.2133
C 3.224 0.822 -3.453 -0.6566
C 4.145 -0.304 -3.796 0.1616
C 3.552 -1.723 -3.696 -0.0233
O 4.085 -2.227 -4.907 -0.2972
C 4.596 -1.371 -5.551 0.5642
O 5.076 -1.560 -6.710 -0.6971
O 4.699 -0.252 -4.984 -0.3451
H 2.204 0.613 -3.954 0.0744
H 3.341 1.752 -4.073 0.5333
H 3.153 0.935 -2.298 -0.0202
H 4.932 -0.134 -3.095 0.2494
H 2.467 -1.528 -3.880 -0.0658
H 3.894 -2.158 -2.876 0.4821
C -0.749 -1.804 -3.242 -0.7774
C -0.302 -3.093 -2.497 0.2956
C 0.737 -3.061 -1.361 0.4669
O -0.180 -3.317 -0.202 -0.0229
C -1.305 -3.745 -0.571 0.4805
O -2.234 -4.015 0.228 -0.6263
O -1.437 -3.656 -1.950 -0.3709
H -1.348 -1.133 -2.536 -0.0174
H -1.405 -2.163 -4.027 0.4430
H 0.035 -1.204 -3.598 0.1386
H 0.193 -3.795 -3.265 0.2529
H 0.940 -1.902 -1.140 -0.4915
H 1.684 -3.828 -1.369 0.2344
```

Output
Total charge   +1
HOMO level   -0.4112 Eh
E_LUMO   -0.1093 Eh
ΔE to the lowest compared entry with this formula, charge and spin   28.51 kcal/mol

=====

Below is a structure of composition C24H45Br2NNbO5 at a distorted geometry, with properties calculated with wB97M-V/def2-TZVPD.

Geometry as XYZ:
```
78
Properties=species:S:1:pos:R:3:mulliken_charge:R:1
C 2.038 -4.661 0.600 -0.6516
C 0.583 -5.080 -0.043 -0.1616
C 0.420 -4.745 -1.644 -0.4641
C 0.857 -3.225 -2.079 0.0156
O -0.255 -2.274 -2.227 -0.5553
Nb -0.878 -1.469 -0.379 -1.2070
C -0.098 0.648 -0.896 1.3566
C -0.106 1.742 0.353 -0.2946
C 0.435 3.235 -0.173 -0.4901
C 0.849 3.321 -1.746 -0.2418
N 0.871 2.284 -2.816 -0.4385
C 0.400 0.926 -2.418 -0.4912
C -2.869 -0.819 -1.386 -0.1841
Br -3.379 -2.050 -2.921 -0.1708
C -4.084 -0.593 -0.305 0.0590
C -4.424 -1.987 0.500 -0.5656
Br -5.694 0.026 -1.377 -0.2485
H 2.430 -5.594 1.224 0.2978
H 1.875 -3.759 1.342 0.1083
H 2.755 -4.407 -0.299 0.1318
H 0.505 -6.265 0.078 0.3417
H -0.245 -4.618 0.644 0.0085
H 1.172 -5.480 -2.209 0.3304
H -0.658 -5.068 -2.017 0.1537
H 1.685 -2.741 -1.396 -0.0237
H 1.357 -3.321 -3.159 0.1301
H -1.653 -3.043 0.077 0.0016
H 0.697 -1.932 0.382 0.0915
H -1.450 -0.810 1.240 0.5620
H -0.465 1.520 1.443 0.1806
H 0.474 4.172 0.561 0.2500
H 1.194 4.410 -2.098 0.2665
H 0.360 0.065 -3.225 0.1953
H -2.682 0.240 -1.904 -0.0590
H -3.786 0.295 0.427 0.2866
H -3.821 -1.984 1.503 0.0991
H -4.062 -2.890 -0.186 0.1275
H -5.605 -2.022 0.658 0.3180
C -3.576 0.610 4.706 -1.3928
C -2.257 0.522 3.984 0.8537
O -2.185 0.675 2.766 -0.3919
C -1.032 0.239 4.811 -0.9750
H -4.372 0.819 3.983 0.3008
H -3.793 -0.340 5.200 0.3414
H -3.546 1.422 5.437 0.3713
H -1.135 -0.727 5.311 0.3529
H -0.888 1.035 5.547 0.3116
H -0.154 0.204 4.158 0.2226
C 4.228 1.186 5.183 -1.1997
C 2.901 1.257 4.476 0.7419
O 1.885 0.776 4.976 -0.4843
C 2.865 1.939 3.135 -0.6200
H 4.103 0.666 6.139 0.3131
H 4.944 0.628 4.573 0.3127
H 4.599 2.194 5.379 0.3267
H 3.520 1.416 2.434 0.3207
H 3.175 2.982 3.240 0.3410
H 1.843 1.915 2.743 -0.0578
C 5.615 -0.092 -3.588 -1.2036
C 4.529 -0.615 -2.687 0.7549
O 4.373 -1.822 -2.510 -0.5595
C 3.640 0.396 -2.012 -0.5918
H 6.177 -0.934 -4.006 0.3281
H 5.174 0.478 -4.410 0.3127
H 6.302 0.537 -3.015 0.3238
H 3.111 0.987 -2.765 0.2275
H 4.239 1.046 -1.370 0.3850
H 2.902 -0.126 -1.394 -0.0075
C -2.045 3.468 -3.003 -0.3708
C -2.984 4.206 -3.919 0.6089
O -2.561 4.887 -4.853 -0.6102
C -4.459 4.080 -3.650 -1.1057
H -1.012 3.652 -3.317 0.2273
H -2.167 3.827 -1.978 0.3544
H -2.241 2.395 -3.056 -0.0461
H -4.689 4.466 -2.653 0.3162
H -4.763 3.033 -3.732 0.2855
H -5.015 4.665 -4.390 0.3172
```

Output
Total charge   -1
HOMO level   -0.1888 Eh
E_LUMO   0.0619 Eh